[1]
A cluster of 4 separate species, C26H52FN5S in total in a non-equilibrium geometry. Source: OMol25; level of theory: ωB97M-V/def2-TZVPD.

XYZ file:
```
85
C26H52FN5S, DFT ωB97M-V/def2-TZVPD
C 8.61528 -1.20616 -2.49087
C 7.26499 -1.14442 -3.42551
F 7.32915 0.08442 -4.30217
C 5.84903 -1.17555 -2.57433
C 5.70572 -1.05829 -0.94512
C 4.24121 -1.13645 -0.14400
C 2.88246 -1.35852 -1.07628
N 1.43715 -1.49803 -0.62890
S 0.56451 -1.69466 -2.15367
N 1.72177 -1.65804 -3.50489
C 3.01987 -1.45990 -2.70787
C 4.46669 -1.36847 -3.48142
H 8.42246 -1.52581 -1.37945
H 9.32623 -2.04042 -2.95389
H 9.23280 -0.19082 -2.53266
H 7.26652 -2.14713 -4.07248
H 6.64909 -0.91301 -0.26014
H 4.21614 -1.07110 1.02764
H 4.57888 -1.43623 -4.66549
C -1.54171 -2.05340 0.88852
C -1.64103 -0.62574 1.41637
N -3.01457 -0.16435 1.63147
C -3.11252 1.28058 1.85800
C -2.45651 1.84360 3.11569
C -3.84748 -0.99191 2.50769
C -3.35636 -1.23169 3.93145
H -2.12623 -2.17988 -0.02802
H -0.49799 -2.29286 0.65740
H -1.88598 -2.78645 1.62653
H -1.16396 0.02048 0.66987
H -1.04002 -0.54402 2.32909
H -4.16873 1.58003 1.84929
H -2.67264 1.78993 0.99202
H -3.03500 1.61181 4.01191
H -2.40475 2.93563 3.04563
H -1.43411 1.47955 3.25247
H -3.98527 -1.96785 2.02842
H -4.86159 -0.57242 2.55135
H -2.29231 -1.47832 3.97455
H -3.90194 -2.07380 4.37036
H -3.54011 -0.36748 4.57324
C -4.42179 -5.66001 -6.50164
C -4.29921 -4.51580 -5.50042
N -2.91760 -4.16375 -5.16433
C -2.81125 -3.27513 -4.00339
C -3.40560 -1.87516 -4.12972
C -2.04107 -3.82909 -6.28952
C -2.46109 -2.67640 -7.19541
H -3.88286 -6.54835 -6.15799
H -5.47518 -5.93339 -6.62709
H -4.04028 -5.38034 -7.48997
H -4.81362 -4.83901 -4.58751
H -4.85473 -3.65161 -5.88190
H -1.75730 -3.18353 -3.70994
H -3.29414 -3.77033 -3.15225
H -2.78329 -1.22595 -4.74846
H -3.46273 -1.40959 -3.13972
H -4.41937 -1.88705 -4.54042
H -1.92525 -4.72371 -6.91194
H -1.02680 -3.63216 -5.91699
H -3.52128 -2.71217 -7.45925
H -1.89304 -2.71966 -8.13078
H -2.24755 -1.70671 -6.74086
C 0.54238 2.77819 6.17278
C 1.48456 3.97665 6.12110
N 1.68516 4.51912 4.77527
C 2.79752 5.47021 4.69289
C 2.67000 6.77445 5.47509
C 0.47582 4.90751 4.04519
C -0.43345 5.95072 4.68604
H 0.87147 1.98433 5.49514
H 0.51984 2.36612 7.18756
H -0.48543 3.05537 5.91331
H 2.45055 3.63557 6.51225
H 1.12018 4.74258 6.81502
H 2.99422 5.71059 3.63987
H 3.70587 4.95977 5.03524
H 1.97496 7.46679 4.99638
H 3.64267 7.27712 5.51231
H 2.35003 6.61241 6.50848
H -0.11962 4.00553 3.86343
H 0.75067 5.25102 3.03883
H -0.60226 5.76632 5.75018
H -1.41245 5.93458 4.19536
H -0.03671 6.96102 4.56602
```

Computed properties:
total charge	0
energy	-48797.1241	eV
max |F|	7.63	eV/A
gap between HOMO and LUMO	6.24	eV

=====

[2]
A cluster of 4 separate species, C26H52FN8O5S in total in a non-equilibrium geometry. Source: OMol25; level of theory: ωB97M-V/def2-TZVPD.

XYZ file:
```
93
C26H52FN8O5S, DFT ωB97M-V/def2-TZVPD
C -4.66680 -0.39798 -2.40947
C -3.59084 -0.71726 -3.52855
O -2.52223 0.22972 -3.59417
C -1.72567 0.24303 -2.42074
C -1.06085 -1.14343 -2.05610
C 0.39210 -1.04193 -1.51449
F 1.04736 0.22930 -1.54509
C 0.58345 -1.45845 -0.00003
C -0.13305 -0.59832 1.08262
C -1.34064 -1.37792 1.75184
C -0.93268 -2.75152 2.38944
C -0.16451 -2.64093 3.76453
C 1.16375 -3.50946 3.80704
C 1.22854 -4.51514 5.03136
C 1.35827 -6.01493 4.58743
S -0.29955 -6.75034 4.18563
C 0.03380 -7.82855 2.78979
N -0.88534 -8.44555 2.05632
N -0.19454 -9.12844 1.09187
C 1.09086 -8.90033 1.28690
O 1.33003 -8.08286 2.38074
N 2.08351 -1.50443 0.00551
C 2.55557 -1.72085 -1.30404
N 3.82848 -1.67508 -1.67276
N 1.39942 -1.97058 -2.06231
C 1.51917 -2.06555 -3.53405
H -4.26122 -0.82017 -1.45030
H -4.82963 0.69827 -2.30887
H -5.59692 -0.95598 -2.68123
H -4.13942 -0.62898 -4.50515
H -3.26593 -1.78707 -3.46062
H -2.31654 0.59269 -1.52614
H -0.95028 1.04084 -2.57618
H -1.67349 -1.58464 -1.22424
H -1.13030 -1.82518 -2.93901
H 0.35475 -2.55980 -0.05787
H 0.54446 -0.16854 1.85311
H -0.57732 0.28046 0.54042
H -2.04856 -1.60906 0.91036
H -1.87321 -0.75488 2.51384
H -0.34273 -3.40634 1.70287
H -1.89155 -3.30694 2.58486
H 0.06246 -1.58445 4.07338
H -0.83869 -3.03848 4.57218
H 2.02174 -2.78618 3.83747
H 1.27778 -4.11536 2.87044
H 0.33903 -4.40317 5.70537
H 2.11646 -4.23618 5.65688
H 2.09746 -6.12693 3.75940
H 1.75388 -6.63183 5.43910
H 1.86223 -9.32696 0.62457
H 2.45652 -0.67029 0.46879
H 4.07089 -1.06220 -2.45421
H 4.60154 -2.13970 -1.20710
H 2.53442 -2.45066 -3.81457
H 0.80484 -2.86497 -3.86361
H 1.37769 -1.10124 -4.07493
C 1.63660 5.25773 -4.22624
O 2.64160 5.54675 -3.60552
N 1.11369 4.01361 -4.33142
C -0.09386 3.74520 -5.09277
C 1.78148 2.91781 -3.66174
H 1.05516 6.01793 -4.77163
H -0.85187 3.32260 -4.42999
H 0.13465 3.03056 -5.88762
H -0.48308 4.65969 -5.53709
H 1.82230 3.12340 -2.58880
H 2.80313 2.83219 -4.03996
H 1.24677 1.98446 -3.83555
C -2.82273 5.44000 -2.30685
O -2.76929 4.92836 -3.40990
N -1.76024 5.92058 -1.62136
C -1.89644 6.51748 -0.30747
C -0.44287 5.83389 -2.22433
H -3.77572 5.55307 -1.76400
H -1.53793 7.54858 -0.34199
H -1.29897 5.94894 0.40936
H -2.93747 6.51319 0.01389
H -0.44519 6.37798 -3.16949
H -0.20883 4.78796 -2.42330
H 0.30883 6.25725 -1.56044
C -0.18509 2.39181 3.51496
O -0.14396 1.88811 2.40276
N 0.88226 2.85187 4.19995
C 0.75443 3.43972 5.52100
C 2.19922 2.75620 3.59675
H -1.13385 2.51246 4.06162
H 1.12502 4.46634 5.49448
H 1.34554 2.85837 6.23155
H -0.28591 3.44498 5.84362
H 2.20619 3.30829 2.65496
H 2.42556 1.70818 3.38819
H 2.95293 3.16618 4.26614
```

Computed properties:
total charge	+1
energy	-63507.4854	eV
max |F|	4.90	eV/A
gap between HOMO and LUMO	7.18	eV

=====

[3]
A structure of composition C26H52O10S in a non-equilibrium geometry. Source: OMol25; level of theory: ωB97M-V/def2-TZVPD.

XYZ file:
```
89
C26H52O10S, DFT ωB97M-V/def2-TZVPD
C 2.76458 -5.02254 -4.76361
C 2.21282 -4.40871 -3.44410
C 1.17844 -3.37852 -3.88502
O 1.22697 -3.29572 -5.30932
C 2.38639 -3.96086 -5.78150
H 2.15951 -5.91800 -4.91225
H 3.83470 -5.18514 -4.71802
H 3.01884 -3.95342 -2.85822
H 1.85401 -5.17783 -2.75908
H 1.38640 -2.38427 -3.47237
H 0.16548 -3.62292 -3.55649
H 3.21341 -3.24314 -5.89967
H 2.15718 -4.31117 -6.78756
C 1.62474 -8.94777 -9.10074
C 1.56422 -8.43021 -7.66755
C 1.55486 -6.92653 -7.93796
O 0.54798 -6.84511 -8.97265
C 0.56380 -8.04947 -9.76156
H 1.35876 -10.00511 -9.05862
H 2.61961 -8.82682 -9.52293
H 2.36584 -8.76083 -7.00245
H 0.62539 -8.60540 -7.13672
H 2.48420 -6.53356 -8.36479
H 1.20419 -6.31444 -7.11119
H 0.85331 -7.80871 -10.78673
H -0.41815 -8.51860 -9.72444
C -2.97319 -10.46738 -13.60341
C -3.78538 -9.67544 -12.60762
C -2.62161 -9.21955 -11.70663
O -1.79028 -10.34532 -11.57759
C -1.92814 -11.18270 -12.74984
H -2.51361 -9.73199 -14.27321
H -3.49892 -11.12806 -14.29844
H -4.47987 -10.23238 -11.98026
H -4.26621 -8.82746 -13.09397
H -3.02026 -8.85773 -10.76016
H -2.10739 -8.37788 -12.18972
H -2.31602 -12.12686 -12.37176
H -1.02045 -11.22272 -13.35003
C 1.52340 -14.15283 -12.23897
C 1.66027 -12.64013 -12.28848
C 2.63641 -12.37079 -11.16082
O 3.52433 -13.49398 -11.15557
C 2.96552 -14.56846 -11.92027
H 1.14609 -14.61171 -13.15267
H 0.87126 -14.48486 -11.42670
H 0.71322 -12.11423 -12.16633
H 2.11584 -12.31832 -13.22834
H 2.14459 -12.34208 -10.18572
H 3.18240 -11.43780 -11.30064
H 3.00681 -15.45444 -11.28661
H 3.54154 -14.71373 -12.83751
C 0.60739 -2.96836 -10.91074
C 1.10674 -1.62319 -10.32373
C 2.34755 -2.04957 -9.54672
O 2.89368 -3.13313 -10.30226
C 1.78211 -3.92583 -10.70048
H 0.30782 -2.85996 -11.95397
H -0.28183 -3.32114 -10.38737
H 0.31874 -1.20630 -9.69912
H 1.39154 -0.92423 -11.10544
H 2.17183 -2.35686 -8.51034
H 3.10690 -1.26560 -9.55208
H 1.56942 -4.66334 -9.91552
H 1.99205 -4.52007 -11.58986
C 0.41820 -12.84276 -6.26586
C 0.60969 -14.25308 -5.70638
C 1.97364 -14.61082 -6.23753
O 2.72869 -13.40089 -6.10752
C 1.87950 -12.32685 -6.42994
H -0.14835 -12.12085 -5.67774
H -0.07618 -12.82051 -7.24235
H -0.17483 -14.94280 -6.02125
H 0.54604 -14.19394 -4.61789
H 1.88203 -14.88602 -7.29551
H 2.51303 -15.35498 -5.65928
H 2.01074 -11.89881 -7.42468
H 2.10904 -11.55591 -5.68944
C 3.84261 -5.43974 -13.89992
C 4.79011 -6.32022 -14.73346
O 5.21626 -7.37685 -13.84406
S 4.63911 -7.15756 -12.38324
O 5.49709 -6.36258 -11.59944
O 4.12037 -8.34969 -11.84657
O 3.36823 -6.32349 -12.90484
H 3.02865 -5.08131 -14.52355
H 4.34873 -4.58154 -13.45415
H 5.66820 -5.79988 -15.10584
H 4.25782 -6.81412 -15.54398
```

Computed properties:
energy above the lowest of the compared OMol25 structures with the same formula, charge and spin	0.000	eV
total charge	0
energy	-59111.1814	eV
max |F|	1.53	eV/A
gap between HOMO and LUMO	9.68	eV

=====

[4]
A cluster of 8 separate species, C26H52O22S2 in total in a non-equilibrium geometry. Source: OMol25; level of theory: ωB97M-V/def2-TZVPD.

XYZ file:
```
102
C26H52O22S2, DFT ωB97M-V/def2-TZVPD
C -1.45790 -0.25477 -0.51407
C -1.65916 -0.12182 0.98654
C -0.40746 0.35062 1.72305
S 0.65711 0.96223 0.36157
O 1.57777 -0.04508 -0.12277
O 1.07540 2.32746 0.61643
C -0.66037 0.97571 -0.91338
H -2.43238 -0.35670 -0.99235
H -0.95609 -1.19480 -0.75917
H -1.80452 -1.13266 1.38173
H -2.56613 0.43457 1.21072
H 0.15813 -0.44005 2.20888
H -0.58562 1.20511 2.37296
H -0.32206 1.16842 -1.92984
H -1.31485 1.83341 -0.71004
C 4.54909 1.45268 0.59409
C 5.21371 0.09383 0.29107
C 5.35627 -0.80311 1.51299
S 4.32549 -0.10457 2.83054
O 5.03824 -0.04613 4.11391
O 2.97464 -0.62067 2.76472
C 4.35412 1.61327 2.07831
H 3.60729 1.49076 0.05395
H 5.17282 2.28049 0.25891
H 6.16190 0.35718 -0.17884
H 4.63817 -0.40169 -0.49123
H 6.39787 -0.74998 1.82574
H 5.05686 -1.83665 1.35193
H 5.23446 2.02337 2.57874
H 3.49416 2.10980 2.52667
C -1.76124 -0.74092 -4.33333
O -1.78387 -1.86100 -5.18604
C -1.36471 -3.04126 -4.76023
O -1.15672 -3.35998 -3.61298
O -1.34351 -3.87812 -5.78113
C -0.77805 -5.16307 -5.55024
H -2.24566 0.05511 -4.89762
H -0.77707 -0.34019 -4.08707
H -2.35507 -0.86711 -3.42564
H 0.19001 -5.11301 -5.04188
H -0.68547 -5.66427 -6.50316
H -1.37762 -5.65076 -4.77594
C -5.15772 1.86705 1.74669
O -4.21351 2.56437 0.95943
C -3.18632 3.07609 1.62843
O -2.83346 2.74020 2.72803
O -2.59778 3.98076 0.86672
C -1.48230 4.67540 1.42748
H -5.30115 2.27969 2.74598
H -4.83147 0.84473 1.97261
H -6.10781 1.73655 1.23847
H -1.85636 5.18150 2.31596
H -1.04413 5.38009 0.72722
H -0.66935 3.98717 1.66614
C 2.27941 -2.47033 -1.98439
O 3.49564 -3.08785 -2.48641
C 4.25492 -3.74219 -1.63331
O 4.06010 -3.82324 -0.44844
O 5.20403 -4.36881 -2.32232
C 6.03354 -5.23899 -1.57544
H 2.61988 -1.58033 -1.46873
H 1.68812 -3.16778 -1.39874
H 1.75136 -2.23627 -2.90533
H 6.49129 -4.73595 -0.71997
H 6.84699 -5.66338 -2.15504
H 5.41500 -6.03576 -1.15612
C -3.33772 -3.37731 -1.60539
O -4.02883 -2.35395 -0.88753
C -4.25869 -2.45726 0.40563
O -4.98233 -1.72875 1.02592
O -3.61990 -3.47166 0.98843
C -3.78883 -3.67568 2.39326
H -3.68911 -4.38308 -1.36859
H -2.28581 -3.32092 -1.33964
H -3.48105 -3.26128 -2.67243
H -3.59912 -4.73480 2.54109
H -4.77881 -3.41367 2.75915
H -3.03992 -3.04287 2.87137
C 1.01133 -0.05733 5.51351
O 1.23325 1.17582 6.16211
C 1.08963 2.26990 5.41713
O 1.05569 2.31656 4.21794
O 1.04249 3.30927 6.22817
C 0.88265 4.60141 5.65060
H 0.78235 0.03246 4.45189
H 0.10750 -0.52741 5.91018
H 1.83787 -0.75448 5.61472
H 1.89264 4.92361 5.40106
H 0.44988 5.25733 6.40333
H 0.18248 4.62553 4.81741
C -0.13196 4.56901 -2.17950
O -1.50340 4.50079 -2.48731
C -1.93025 3.61209 -3.36981
O -1.24605 2.78205 -3.93572
O -3.23260 3.72988 -3.54964
C -3.85026 2.68245 -4.31942
H 0.06607 4.61777 -1.11265
H 0.30734 5.43922 -2.67332
H 0.44018 3.73325 -2.58565
H -3.80832 2.97712 -5.36587
H -4.85186 2.50203 -3.94996
H -3.23342 1.79454 -4.21598
```

Computed properties:
total charge	0
energy	-94519.1800	eV
max |F|	2.18	eV/A
gap between HOMO and LUMO	10.27	eV

=====

[5]
A structure of composition C26H53AlN2Si. Source: OMol25; level of theory: ωB97M-V/def2-TZVPD.

XYZ file:
```
83
C26H53AlN2Si, DFT ωB97M-V/def2-TZVPD
Al -1.31054 0.89517 1.69596
C -0.72848 2.91188 1.23775
C -2.12005 2.88896 1.56906
C -2.24697 2.41021 2.91244
C -0.93128 2.15044 3.41656
C 0.00453 2.45655 2.38197
C 1.49526 2.39908 2.51955
C -0.57222 1.69751 4.80273
C -3.53292 2.29665 3.67478
C -3.25266 3.35610 0.70664
C -0.13286 3.40609 -0.04521
H 1.86939 3.34770 2.90993
H 1.98498 2.22249 1.56259
H 1.80469 1.61530 3.21050
H -1.43273 1.74685 5.46582
H 0.20054 2.34500 5.21737
H -0.19043 0.67534 4.82886
H -4.35075 1.95652 3.03974
H -3.81596 3.27038 4.07829
H -3.44902 1.60332 4.50950
H -3.51020 4.38612 0.96016
H -4.14765 2.75146 0.85068
H -2.99586 3.33346 -0.35092
H 0.10331 4.46884 0.03286
H -0.82114 3.28363 -0.88067
H 0.79083 2.88162 -0.28952
C -2.87801 -3.66929 1.79122
C -2.86214 -2.13523 1.90397
C -4.22828 -1.59837 1.45555
C -2.71480 -1.74473 3.38332
Si -1.44476 -1.39151 0.84234
C -1.86938 -1.14453 -1.01903
C -0.63456 -0.72347 -1.82662
C -2.90447 -0.02487 -1.20833
C -2.42108 -2.44634 -1.62309
C 0.29586 -2.13722 1.17481
C 0.48584 -2.45611 2.66344
C 0.48338 -3.43663 0.37433
C 1.41109 -1.14988 0.80035
H -3.72425 -4.06596 2.35888
H -1.97487 -4.12491 2.19752
H -2.99229 -4.00553 0.75941
H -5.00011 -1.98654 2.12583
H -4.49479 -1.90507 0.44540
H -4.27813 -0.50539 1.50956
H -3.53644 -2.18646 3.95414
H -2.78691 -0.65868 3.52294
H -1.78653 -2.08350 3.83648
H -0.18317 0.19883 -1.44682
H -0.94150 -0.53364 -2.86004
H 0.13394 -1.49572 -1.85027
H -2.50495 0.94893 -0.90037
H -3.83439 -0.19331 -0.67098
H -3.15239 0.06022 -2.27081
H -1.72308 -3.27878 -1.51900
H -2.60523 -2.30284 -2.69192
H -3.36673 -2.74420 -1.17113
H -0.18765 -3.23422 3.01845
H 0.35087 -1.57105 3.29370
H 1.50708 -2.81355 2.82445
H -0.28033 -4.17873 0.61136
H 1.45356 -3.87881 0.61994
H 0.46381 -3.26926 -0.70310
H 1.36310 -0.24074 1.41009
H 1.39675 -0.85374 -0.24636
H 2.38167 -1.61333 1.00308
N 6.25403 0.64399 -5.99283
C 6.54328 -0.05339 -4.68741
C 5.68908 0.57837 -3.59291
N 4.27179 0.60453 -3.89890
C 3.99348 1.21212 -5.18601
C 4.78643 0.60285 -6.33812
H 6.80302 0.22395 -6.74412
H 6.55464 1.61961 -5.92480
H 7.60966 0.04072 -4.48909
H 6.29698 -1.10376 -4.83974
H 6.02610 1.60681 -3.42270
H 5.86035 0.03699 -2.66403
H 3.84494 -0.30879 -3.80892
H 4.22011 2.28204 -5.12193
H 2.93202 1.13094 -5.41387
H 4.64877 1.14700 -7.27104
H 4.53772 -0.44648 -6.49368
```

Computed properties:
energy above the lowest of the compared OMol25 structures with the same formula, charge and spin	0.000	eV
total charge	+2
energy	-45265.4908	eV
max |F|	0.10	eV/A
gap between HOMO and LUMO	9.19	eV

=====

| no. | HOMO energy (Ha) |
| --- | --- |
| 1 | -0.295 |
| 2 | -0.391 |
| 3 | -0.339 |
| 4 | -0.359 |
| 5 | -0.509 |